{
  "formula": "C3H6N2O",
  "method": "wB97M-V/def2-TZVPD",
  "symbols": ["N", "C", "C", "C", "N", "H", "H", "H", "H", "O", "H", "H"],
  "positions_angstrom": [[2.449838, 0.360443, -0.976908], [1.394135, 0.404692, -0.501382], [-0.012796, 0.681434, -0.179379], [-0.998647, 0.103380, -1.110991], [-1.033458, -0.328878, 0.263256], [-0.129892, 1.661752, 0.269194], [-0.619074, -0.682026, -1.752148], [-1.782634, 0.739363, -1.486069], [-1.803065, 0.135483, 0.754222], [0.987511, -0.782260, 1.872083], [0.080788, -0.889431, 1.536472], [1.467296, -1.403950, 1.311647]],
  "forces_ev_per_angstrom": [[-1.08, -0.12, 0.68], [0.33, -0.09, -0.22], [-0.11, 0.21, 0.01], [-0.22, 0.08, -0.53], [0.27, 0.21, 0.08], [-0.14, 0.02, -0.38], [-0.11, 0.26, -0.33], [-0.19, -0.05, -0.17], [0.56, 0.08, -0.02], [0.15, -0.52, 0.37], [0.30, -0.12, 0.24], [0.24, 0.04, 0.26]],
  "smiles": "N#C[C@H]1CN1.O",
  "e_above_lowest_kj_mol": 272.0,
  "homo_lumo_gap_ha": 0.418,
  "charge": 0,
  "homo_energy_ev": -10.8
}